A cluster of 19 separate species, C75H152F24N8O21 in total at a distorted geometry, computed with ωB97M-V/def2-TZVPD.

Each line ends with the Löwdin charge.
Positions of all 280 atoms, in Å:
1 C 19.636 19.314 13.061  -0.1090
2 C 18.765 19.487 14.281  -0.2625
3 C 17.580 20.387 13.996  -0.2028
4 C 16.343 19.571 13.731  -0.1236
5 N 15.012 20.247 13.541  -0.2547
6 C 15.027 21.456 12.581  -0.0625
7 C 15.195 22.652 13.545  -0.1130
8 C 14.155 22.221 14.663  -0.1253
9 C 14.529 20.773 14.891  -0.1055
10 C 14.005 19.293 13.013  -0.0012
11 H 19.039 19.140 12.143  0.0603
12 H 20.246 18.387 13.154  0.0777
13 H 20.297 20.198 12.927  0.0841
14 H 19.314 19.882 15.102  0.0798
15 H 18.373 18.542 14.621  0.1050
16 H 17.873 21.132 13.224  0.1290
17 H 17.489 21.010 14.905  0.0834
18 H 16.180 18.799 14.532  0.1410
19 H 16.510 19.018 12.717  0.1377
20 H 14.036 21.459 12.206  0.1119
21 H 15.875 21.369 11.882  0.1446
22 H 14.968 23.625 13.058  0.1279
23 H 16.228 22.723 13.897  0.0821
24 H 13.077 22.434 14.420  0.1253
25 H 14.354 22.683 15.624  0.0914
26 H 13.803 20.062 15.312  0.1331
27 H 15.455 20.624 15.529  0.1333
28 H 13.816 18.390 13.537  0.0712
29 H 14.297 19.041 12.015  0.0980
30 H 13.071 19.839 13.092  0.1121
31 C 13.777 20.855 18.355  -0.0580
32 C 14.738 20.821 19.579  -0.1926
33 C 14.206 21.580 20.753  -0.1843
34 C 14.362 23.057 20.756  -0.1209
35 N 13.050 23.737 20.971  -0.2325
36 C 12.080 23.662 19.780  -0.0643
37 C 11.461 25.040 19.635  -0.1498
38 C 12.657 25.889 19.922  -0.1932
39 C 13.232 25.262 21.157  -0.0814
40 C 12.516 23.217 22.261  0.0121
41 H 12.870 20.248 18.414  0.0641
42 H 14.286 20.401 17.517  0.0335
43 H 13.530 21.882 18.104  0.0517
44 H 15.716 21.278 19.314  0.1024
45 H 14.892 19.807 19.842  0.0803
46 H 14.635 21.103 21.617  0.0860
47 H 13.104 21.385 20.801  0.1137
48 H 14.812 23.485 19.858  0.1299
49 H 14.946 23.483 21.550  0.1044
50 H 11.347 22.888 19.947  0.1301
51 H 12.747 23.362 18.970  0.1016
52 H 10.582 25.152 20.277  0.1242
53 H 11.110 25.221 18.591  0.1172
54 H 12.415 26.999 19.988  0.1297
55 H 13.328 25.894 19.024  0.1212
56 H 12.539 25.571 22.026  0.1619
57 H 14.298 25.479 21.377  0.1364
58 H 11.650 23.817 22.652  0.1230
59 H 13.330 23.498 22.928  0.0960
60 H 12.199 22.181 22.140  0.0913
61 C 7.991 20.128 17.137  -0.1083
62 C 9.090 20.157 18.180  -0.2768
63 C 8.982 18.920 19.053  -0.1677
64 C 10.169 19.185 20.045  -0.1366
65 N 10.518 18.228 21.111  -0.2642
66 C 9.520 18.004 22.224  -0.1036
67 C 10.291 17.434 23.352  -0.1451
68 C 11.699 18.102 23.265  -0.1114
69 C 11.684 18.835 21.948  -0.0779
70 C 10.970 17.005 20.464  -0.0045
71 H 8.032 20.934 16.435  0.0636
72 H 7.004 19.962 17.609  0.0859
73 H 8.043 19.325 16.439  0.0437
74 H 9.114 21.089 18.762  0.1073
75 H 10.095 20.224 17.640  0.1223
76 H 9.083 17.961 18.501  0.1129
77 H 7.963 18.949 19.511  0.1275
78 H 9.937 20.127 20.555  0.1039
79 H 11.044 19.184 19.311  0.1423
80 H 8.721 17.422 21.772  0.1362
81 H 9.164 19.004 22.404  0.1022
82 H 10.319 16.370 23.444  0.0984
83 H 9.867 17.788 24.296  0.1187
84 H 12.491 17.305 23.299  0.1207
85 H 11.785 18.784 24.107  0.1161
86 H 12.550 18.793 21.331  0.1153
87 H 11.218 19.827 22.147  0.0922
88 H 11.783 17.155 19.845  0.0413
89 H 10.051 16.817 19.858  0.1098
90 H 11.205 16.268 21.218  0.1150
91 C 19.012 18.870 18.516  -0.0089
92 C 18.594 20.262 18.176  -0.5212
93 O 18.400 20.747 17.042  0.0071
94 N 18.449 20.966 19.329  0.0312
95 H 18.729 20.628 20.248  0.1364
96 H 17.364 23.154 16.372  0.0912
97 C 18.333 22.460 19.239  -0.0564
98 H 18.579 18.542 19.474  0.0792
99 H 20.124 18.844 18.486  0.1049
100 H 18.697 18.124 17.784  0.0757
101 H 18.875 22.731 18.289  0.0862
102 H 18.921 22.939 20.039  0.0900
103 H 17.315 22.813 19.217  0.0487
104 C 14.727 22.806 25.226  0.0044
105 C 15.424 22.078 24.122  -0.5196
106 O 14.991 21.000 23.597  -0.0391
107 N 16.533 22.707 23.713  0.0209
108 H 13.939 33.524 13.972  0.1018
109 H 16.962 23.587 24.137  0.1193
110 C 17.250 22.129 22.658  -0.0988
111 H 13.695 22.853 24.916  0.0515
112 H 15.163 23.820 25.448  0.0858
113 H 14.796 22.272 26.181  0.0944
114 H 17.077 22.787 21.813  0.0617
115 H 16.882 21.118 22.424  0.0905
116 H 18.307 21.976 22.757  0.0835
117 C 15.482 15.953 11.691  0.0257
118 C 16.921 16.322 11.360  -0.5259
119 O 17.270 17.463 11.506  0.0226
120 N 17.875 15.394 11.041  0.0069
121 H 13.083 16.894 15.717  0.0473
122 H 18.843 15.713 11.193  0.1543
123 C 17.684 13.963 11.012  -0.1040
124 H 15.005 16.927 11.753  0.0575
125 H 15.457 15.336 12.561  0.0824
126 H 14.935 15.475 10.878  0.0857
127 H 17.698 13.446 12.009  0.0928
128 H 18.502 13.454 10.500  0.0780
129 H 16.743 13.695 10.506  0.0858
130 C 12.349 25.123 15.852  0.0074
131 C 10.917 24.619 15.485  -0.5586
132 O 10.715 23.459 15.302  0.0425
133 N 9.980 25.608 15.393  0.0100
134 H 25.150 38.183 23.206  0.0507
135 H 10.355 26.551 15.528  0.0934
136 C 8.534 25.277 15.504  -0.0394
137 H 12.636 24.801 16.817  0.0424
138 H 12.461 26.217 15.725  0.0631
139 H 12.983 24.640 15.084  0.0631
140 H 8.549 24.200 15.487  0.0625
141 H 8.064 25.788 14.635  0.0924
142 H 8.135 25.651 16.440  0.0743
143 C 16.822 30.841 16.558  -0.0622
144 C 16.459 30.879 18.017  -0.4614
145 C 17.289 32.012 18.619  -0.2004
146 O 17.281 31.926 20.053  -0.1817
147 C 18.461 31.420 20.649  -0.1091
148 N 15.088 31.124 18.307  0.0874
149 H 14.461 30.436 17.814  0.0748
150 H 14.877 31.651 20.813  0.0619
151 H 14.725 31.985 18.109  0.0482
152 H 16.194 30.160 15.932  0.0746
153 H 17.874 30.677 16.459  0.0654
154 H 16.546 31.843 16.207  0.0805
155 H 16.784 29.990 18.621  0.1534
156 H 17.126 32.966 18.145  0.1216
157 H 18.277 31.783 18.168  0.1138
158 H 19.218 32.212 20.894  0.0928
159 H 18.953 30.688 20.014  0.0769
160 H 18.211 31.015 21.652  0.0936
161 C 17.447 16.814 22.597  -0.3862
162 O 17.014 15.664 22.375  0.0762
163 O 17.052 17.912 22.177  0.1059
164 C 18.684 17.061 23.676  -0.4803
165 F 19.594 16.081 23.721  0.1451
166 F 19.389 18.091 23.023  0.0651
167 F 18.225 17.436 24.835  0.2088
168 C 15.700 15.401 21.886  -0.1838
169 C 15.528 13.922 21.751  -0.0614
170 H 15.346 13.550 22.707  0.0514
171 H 14.810 13.587 20.941  0.1030
172 H 16.503 13.487 21.512  0.0866
173 H 15.605 15.739 20.869  0.1020
174 H 14.951 15.715 22.621  0.1410
175 H 22.624 17.486 30.880  0.0895
176 C 13.666 30.530 21.737  -0.3704
177 O 12.853 30.767 22.774  -0.0569
178 O 14.589 31.666 21.748  0.0244
179 C 14.273 29.205 22.074  -0.5576
180 F 15.454 28.970 21.443  0.1253
181 F 14.550 29.038 23.353  0.1831
182 F 13.394 28.269 21.668  0.1353
183 C 11.811 31.797 22.445  -0.1809
184 C 10.524 31.076 22.263  -0.0915
185 H 10.420 30.624 21.285  0.0654
186 H 10.182 30.362 23.076  0.1055
187 H 9.728 31.831 22.176  0.0776
188 H 11.996 32.318 21.495  0.1251
189 H 11.797 32.546 23.222  0.1175
190 H 13.167 30.423 20.717  0.1818
191 C 12.031 28.532 17.285  -0.4699
192 O 12.662 28.359 15.924  -0.1275
193 O 12.653 29.299 18.036  -0.0113
194 C 10.568 29.068 16.969  -0.4646
195 F 9.838 29.230 18.056  0.1637
196 F 10.510 30.220 16.222  0.1146
197 F 9.794 28.189 16.190  0.0513
198 C 13.108 29.513 15.229  -0.2888
199 C 12.463 29.814 13.893  -0.0860
200 H 12.374 28.943 13.212  0.0852
201 H 11.524 30.342 13.948  0.0588
202 H 13.106 30.483 13.318  0.0555
203 H 14.206 29.444 15.095  0.1036
204 H 12.995 30.430 15.815  0.1045
205 H 11.789 27.468 17.709  0.1617
206 C 17.398 25.084 16.321  -0.3557
207 O 18.132 25.227 17.453  -0.0627
208 O 17.540 23.842 15.710  0.0500
209 C 15.927 25.538 16.669  -0.5485
210 F 15.339 24.727 17.607  0.1045
211 F 16.118 26.732 17.212  0.1676
212 F 15.044 25.545 15.718  0.1836
213 C 18.780 26.480 17.691  -0.2244
214 C 20.298 26.322 17.441  -0.0547
215 H 20.376 26.061 16.376  0.0793
216 H 20.753 27.334 17.729  0.1073
217 H 20.782 25.531 17.957  0.0532
218 H 18.512 26.788 18.710  0.1148
219 H 18.540 27.271 16.967  0.1164
220 H 17.741 25.694 15.515  0.1620
221 C 9.083 21.835 23.276  -0.4156
222 O 8.974 23.155 22.704  -0.0987
223 O 9.759 20.936 22.494  -0.2274
224 C 9.779 21.954 24.708  -0.5349
225 F 11.106 22.057 24.638  0.1322
226 F 9.284 23.010 25.357  0.1406
227 F 9.521 20.812 25.453  0.0855
228 C 8.068 23.444 21.703  -0.2997
229 C 6.737 22.673 21.678  -0.0743
230 H 6.219 22.896 20.691  0.0950
231 H 6.951 21.610 21.628  0.0605
232 H 6.067 22.894 22.463  0.0541
233 H 8.446 23.380 20.627  0.1097
234 H 7.928 24.518 21.812  0.1091
235 H 8.129 21.436 23.700  0.1456
236 C 14.148 17.342 18.396  -0.4816
237 O 13.522 16.368 17.342  -0.1804
238 O 13.839 17.075 19.587  -0.0798
239 C 15.599 17.434 17.978  -0.4507
240 F 16.298 16.252 18.001  0.1155
241 F 15.808 17.979 16.715  0.0773
242 F 16.250 18.351 18.769  0.0963
243 C 13.600 14.985 17.700  -0.2663
244 C 12.350 14.518 18.478  -0.0804
245 H 12.582 14.715 19.531  0.0569
246 H 11.508 15.203 18.263  0.0650
247 H 12.107 13.482 18.252  0.0722
248 H 14.441 14.664 18.390  0.1188
249 H 13.755 14.491 16.740  0.1020
250 H 13.697 18.224 17.915  0.1245
251 C 17.835 26.187 25.189  -0.3535
252 O 18.424 26.558 23.833  -0.1248
253 O 17.294 24.958 25.223  -0.0730
254 C 19.014 26.538 26.156  -0.5602
255 F 18.806 26.148 27.434  0.1300
256 F 20.180 26.000 25.766  0.1388
257 F 19.261 27.856 26.236  0.1285
258 C 17.472 27.033 22.926  -0.2925
259 C 18.317 27.647 21.794  -0.0774
260 H 17.710 28.216 21.057  0.0536
261 H 18.870 28.466 22.301  0.0846
262 H 18.927 26.953 21.261  0.0521
263 H 16.949 27.869 23.471  0.1175
264 H 16.746 26.279 22.482  0.1231
265 H 17.210 27.091 25.499  0.1745
266 C 11.319 16.657 15.045  -0.2760
267 O 11.287 15.520 14.201  -0.0707
268 O 12.611 17.290 14.979  0.0032
269 C 10.347 17.692 14.487  -0.6267
270 F 10.734 18.145 13.314  0.1768
271 F 9.163 17.193 14.395  0.2134
272 F 10.390 18.809 15.268  0.1267
273 C 11.486 14.253 14.866  -0.1754
274 C 10.106 13.387 14.634  -0.0397
275 H 9.752 13.598 13.584  0.0828
276 H 10.209 12.309 14.750  0.0533
277 H 9.371 13.705 15.384  0.0622
278 H 11.582 14.324 15.927  0.0664
279 H 12.359 13.792 14.417  0.1110
280 H 11.007 16.471 16.077  0.1655

Total energy in eV: -200351.2501
F_max in eV/Å: 6.879